1.
Below is C10H4ClNNiO5 as an isolated structure, with properties calculated with ωB97M-V with the def2-TZVPD basis set.

**Net charge**: +2
**Spin multiplicity**: 3
**Expectation value of S²**: 2.031
**Frontier orbital gap (alpha / beta)**: 0.270 / 0.197 Ha
**Max |F|**: 9.7 eV/Å
**Highest occupied orbital energy (alpha / beta)**: -16.35 / -16.36 eV

Each line ends with the Mulliken spin population.
Cartesian coordinates (Å):
O (-0.006, 3.299, 0.424)  -0.016
C (-0.154, 2.313, -0.152)  0.102
Ni (0.007, -0.167, -0.529)  1.353
O (-0.010, 0.023, -3.485)  -0.012
C (-0.003, -0.220, -2.345)  0.084
C (0.031, -1.906, -0.193)  0.121
O (0.166, -3.025, 0.084)  -0.021
C (-1.785, -0.136, -0.273)  0.062
O (-2.860, 0.100, 0.101)  -0.018
C (1.756, -0.190, -0.131)  0.046
O (2.866, -0.123, 0.200)  -0.019
Cl (1.880, 1.944, 4.908)  0.007
C (0.830, 0.872, 4.122)  0.023
C (-0.002, 0.022, 4.856)  -0.012
C (-0.836, -0.836, 4.177)  0.021
C (-0.822, -0.832, 2.761)  0.010
N (-0.011, -0.005, 2.086)  0.253
C (0.799, 0.830, 2.714)  0.003
H (0.035, 0.062, 5.945)  0.002
H (-1.526, -1.542, 4.680)  0.004
H (-1.475, -1.503, 2.184)  0.004
H (1.446, 1.479, 2.127)  0.004


2.
Below is C10H4F3N3O5 in the gas phase, with properties calculated with ωB97M-V with the def2-TZVPD basis set.

**ΔE to the lowest compared entry with this formula, charge and spin**: 97.2 kJ/mol
**Frontier orbital gap**: 0.320 Ha
**Max |F|**: 7.8 eV/Å
**Highest occupied orbital energy**: -10.37 eV

Each line ends with the natural charge from an NBO analysis.
Cartesian coordinates (Å):
O (0.011, 5.293, -1.849)  -0.407
N (0.490, 4.719, -0.826)  0.513
O (1.198, 5.223, -0.031)  -0.319
C (0.243, 3.336, -0.745)  0.042
C (-0.611, 2.621, -1.594)  -0.177
C (-0.858, 1.280, -1.361)  -0.153
C (-0.184, 0.510, -0.322)  -0.076
C (-0.385, -0.913, -0.248)  0.121
N (-1.220, -1.567, -1.162)  -0.119
O (-1.424, -2.888, -0.683)  -0.196
C (-0.672, -3.083, 0.279)  0.298
C (-0.446, -4.452, 0.746)  0.935
F (-1.351, -4.853, 1.606)  -0.292
F (-0.577, -5.182, -0.290)  -0.278
F (0.804, -4.592, 1.298)  -0.312
C (0.034, -1.791, 0.659)  -0.036
N (0.971, -1.741, 1.651)  0.481
O (0.580, -1.530, 2.821)  -0.346
O (2.141, -1.847, 1.309)  -0.313
C (0.640, 1.226, 0.489)  -0.131
C (0.809, 2.578, 0.293)  -0.172
H (-1.000, 3.141, -2.416)  0.250
H (-1.589, 0.726, -1.992)  0.245
H (0.988, 0.787, 1.351)  0.208
H (1.408, 2.998, 1.016)  0.234


3.
Below is C10H4N2O4Tl as an isolated structure, with properties calculated with ωB97M-V with the def2-TZVPD basis set.

**ΔE to the lowest compared entry with this formula, charge and spin**: 0.0 kJ/mol
**Net charge**: +3
**Frontier orbital gap**: 0.172 Ha
**Max |F|**: 4.9 eV/Å
**Highest occupied orbital energy**: -20.52 eV

Each line ends with the Löwdin charge.
Cartesian coordinates (Å):
Tl (-0.138, -0.073, -1.864)  1.055
O (-0.746, 3.596, -2.078)  0.240
C (-0.617, 2.454, -2.126)  0.075
C (2.273, -0.931, -2.012)  0.085
O (3.357, -1.296, -2.065)  0.247
C (-2.095, -1.684, -1.919)  0.091
O (-2.941, -2.418, -2.085)  0.271
C (-0.103, -0.043, -4.496)  0.082
O (-0.112, -0.037, -5.630)  0.260
N (-0.148, -3.106, 3.756)  0.267
C (-0.048, -2.103, 3.142)  -0.103
C (0.059, -0.851, 2.396)  -0.128
C (0.073, 0.418, 3.030)  0.117
C (0.135, 1.616, 2.292)  0.069
C (0.195, 1.489, 0.914)  -0.067
N (0.223, 0.276, 0.327)  -0.078
C (0.124, -0.894, 1.010)  -0.058
H (0.020, 0.423, 4.122)  0.168
H (0.144, 2.633, 2.729)  0.169
H (0.235, 2.311, 0.185)  0.110
H (0.111, -1.781, 0.374)  0.128


4.
Below is a 20-piece molecular cluster, C10H55Cl2FNO21S overall, with properties calculated with ωB97M-V with the def2-TZVPD basis set.

**ΔE to the lowest compared entry with this formula, charge and spin**: 428.2 kJ/mol
**Net charge**: +1
**Frontier orbital gap**: 0.300 Ha
**Max |F|**: 8.6 eV/Å
**Highest occupied orbital energy**: -12.20 eV

Each line ends with the Löwdin charge.
Cartesian coordinates (Å):
C (3.386, -3.252, -0.719)  -0.060
C (2.390, -2.592, 0.400)  -0.172
N (0.934, -2.967, 0.283)  -0.132
C (0.181, -2.277, 1.398)  -0.125
C (-0.757, -1.016, 0.937)  -0.127
C (-0.100, -0.074, -0.256)  -0.252
C (1.107, 0.897, 0.278)  -0.444
Cl (1.433, 0.873, 2.138)  0.656
C (1.971, 1.784, -0.546)  -0.536
C (3.211, 2.701, 0.096)  -0.119
Cl (1.714, 1.929, -2.375)  0.660
C (0.308, -1.089, -1.477)  -0.222
S (-1.026, -0.930, -2.836)  0.906
O (-0.452, -1.575, -4.145)  -0.322
O (-1.363, 0.539, -3.186)  -0.332
F (-2.497, -1.704, -2.381)  -0.227
C (0.291, -2.694, -1.056)  -0.105
H (4.216, -2.426, -0.954)  0.082
H (3.970, -4.150, -0.233)  0.102
H (2.893, -3.506, -1.748)  0.090
H (2.613, -1.441, 0.426)  0.121
H (2.755, -3.011, 1.457)  0.166
H (0.868, -4.007, 0.469)  0.208
H (-0.557, -3.088, 1.867)  0.137
H (0.934, -2.011, 2.279)  0.133
H (-1.755, -1.466, 0.462)  0.142
H (-1.112, -0.402, 1.878)  0.098
H (-0.979, 0.652, -0.607)  0.120
H (4.218, 2.061, 0.142)  0.087
H (3.434, 3.574, -0.683)  0.100
H (2.912, 3.143, 1.140)  0.082
H (1.384, -0.894, -1.935)  0.154
H (0.732, -3.333, -1.952)  0.160
H (-0.842, -3.058, -0.958)  0.161
O (4.176, 0.935, -4.720)  -0.061
H (3.458, 1.330, -4.203)  -0.036
H (4.975, 1.361, -4.374)  0.047
O (0.597, -1.058, 5.125)  -0.082
H (0.452, -0.577, 5.953)  -0.003
H (0.760, -0.359, 4.474)  -0.030
O (-0.996, -5.021, 2.944)  -0.071
H (-0.947, -4.549, 3.789)  0.051
H (-1.647, -5.721, 3.104)  0.055
O (-3.663, -2.072, -5.339)  -0.051
H (-3.172, -1.891, -4.524)  -0.007
H (-3.055, -1.804, -6.044)  0.057
O (0.594, 3.069, 4.865)  -0.053
H (0.434, 2.551, 4.062)  -0.004
H (-0.018, 3.816, 4.789)  0.064
O (1.494, 5.163, 0.696)  -0.077
H (1.334, 4.645, -0.107)  0.012
H (0.882, 5.910, 0.619)  0.019
O (-5.990, -3.405, -7.085)  -0.061
H (-6.709, -3.010, -6.568)  0.041
H (-5.192, -2.980, -6.739)  0.009
O (-1.251, 5.376, -0.249)  -0.078
H (-1.411, 4.858, -1.052)  0.040
H (-1.863, 6.123, -0.326)  0.023
O (4.922, 0.042, 1.298)  -0.068
H (4.063, 0.437, 1.508)  -0.027
H (5.390, 0.034, 2.147)  0.061
O (-1.420, 7.800, 0.744)  -0.054
H (-0.993, 7.741, 1.612)  0.058
H (-1.212, 8.697, 0.442)  0.061
O (5.086, -0.836, -2.286)  -0.064
H (4.940, -0.355, -1.457)  0.017
H (5.248, -0.137, -2.937)  0.017
O (1.856, -1.587, 7.828)  -0.064
H (1.802, -2.545, 7.969)  0.046
H (2.616, -1.481, 7.236)  0.040
O (3.249, 4.211, -4.346)  -0.089
H (3.089, 3.694, -5.149)  0.035
H (2.637, 4.958, -4.423)  0.044
O (-8.490, -5.159, -6.632)  -0.057
H (-7.942, -5.919, -6.384)  0.050
H (-7.894, -4.601, -7.153)  0.013
O (0.604, 1.141, 7.131)  -0.066
H (0.459, 1.622, 7.960)  0.071
H (0.767, 1.840, 6.480)  -0.001
O (-10.083, -2.844, -4.707)  -0.076
H (-10.974, -3.224, -4.737)  0.039
H (-9.513, -3.557, -5.030)  0.003
O (-2.943, -0.147, 2.758)  -0.066
H (-3.803, 0.248, 2.968)  0.061
H (-2.476, -0.155, 3.607)  0.047
O (3.427, 2.275, 6.609)  -0.066
H (3.476, 2.746, 7.454)  0.046
H (2.776, 1.575, 6.769)  -0.001
O (-2.516, 1.792, -1.030)  -0.074
H (-2.677, 1.274, -1.833)  0.009
H (-3.129, 2.538, -1.106)  0.061


5.
Below is C10H5Cl3N4S3 in the gas phase, with properties calculated with ωB97M-V with the def2-TZVPD basis set.

**ΔE to the lowest compared entry with this formula, charge and spin**: 0.0 kJ/mol
**Frontier orbital gap**: 0.313 Ha
**Max |F|**: 3.0 eV/Å
**Highest occupied orbital energy**: -8.90 eV

Each line ends with the natural charge from an NBO analysis.
Cartesian coordinates (Å):
C (4.233, 1.238, 2.126)  -0.717
S (3.027, -0.167, 2.025)  0.280
C (2.502, -0.014, 0.372)  0.186
N (3.192, 0.784, -0.415)  -0.649
S (2.606, 0.733, -1.994)  0.626
C (1.356, -0.388, -1.415)  -0.134
S (0.089, -0.943, -2.477)  0.353
C (-1.339, -0.355, -1.610)  0.226
N (-2.228, 0.443, -2.146)  -0.430
C (-3.104, 0.798, -1.134)  0.055
C (-4.160, 1.692, -1.092)  -0.038
Cl (-4.618, 2.522, -2.551)  0.046
C (-4.825, 1.927, 0.111)  -0.056
Cl (-6.195, 3.041, 0.170)  0.020
C (-4.427, 1.291, 1.305)  -0.233
C (-3.326, 0.403, 1.289)  -0.047
Cl (-2.795, -0.429, 2.775)  -0.002
C (-2.685, 0.200, 0.069)  0.144
N (-1.631, -0.598, -0.292)  -0.548
N (1.397, -0.681, -0.128)  -0.486
H (4.724, 1.292, 3.077)  0.233
H (3.669, 2.163, 1.935)  0.230
H (4.999, 1.141, 1.331)  0.241
H (-4.960, 1.443, 2.245)  0.251
H (-1.102, -1.214, 0.321)  0.450


6.
Below is C10H5Cl7NORhS as an isolated structure, with properties calculated with ωB97M-V with the def2-TZVPD basis set.

**ΔE to the lowest compared entry with this formula, charge and spin**: 0.0 kJ/mol
**Net charge**: +2
**Spin multiplicity**: 5
**Expectation value of S²**: 6.032
**Frontier orbital gap (alpha / beta)**: 0.341 / 0.219 Ha
**Max |F|**: 0.4 eV/Å
**Highest occupied orbital energy (alpha / beta)**: -15.17 / -15.52 eV

Each line ends with the Mulliken spin population.
Cartesian coordinates (Å):
Rh (-0.670, -1.321, -0.687)  2.515
Cl (4.544, 3.560, -1.436)  0.113
C (3.081, 2.781, -1.240)  0.272
C (3.061, 1.335, -1.247)  0.024
Cl (4.501, 0.470, -1.462)  0.018
C (1.871, 0.702, -1.106)  0.062
Cl (1.793, -1.049, -1.148)  0.089
C (0.635, 1.410, -0.951)  0.141
O (-0.474, 0.825, -0.831)  0.289
C (0.690, 2.860, -0.944)  0.206
Cl (-0.779, 3.670, -0.769)  0.056
C (1.889, 3.521, -1.086)  -0.080
Cl (1.940, 5.218, -1.093)  -0.012
Cl (-3.134, -1.533, -1.337)  0.087
C (-3.010, -3.320, -1.405)  -0.013
Cl (-1.295, -3.800, -1.192)  0.061
H (-3.342, -3.651, -2.381)  0.003
H (-3.587, -3.733, -0.588)  0.003
S (-0.567, -1.813, 3.886)  0.025
C (-1.344, -0.354, 3.463)  0.003
C (-1.359, -0.202, 2.120)  0.014
N (-0.771, -1.252, 1.437)  0.097
C (-0.323, -2.179, 2.269)  0.024
H (-1.739, 0.314, 4.212)  0.000
H (-1.777, 0.628, 1.570)  0.002
H (0.166, -3.086, 1.946)  0.001


7.
Below is C10H5Cl7NORhS as an isolated structure, with properties calculated with ωB97M-V with the def2-TZVPD basis set.

**ΔE to the lowest compared entry with this formula, charge and spin**: 27.8 kJ/mol
**Net charge**: +2
**Spin multiplicity**: 5
**Expectation value of S²**: 6.035
**Frontier orbital gap (alpha / beta)**: 0.340 / 0.207 Ha
**Max |F|**: 1.3 eV/Å
**Highest occupied orbital energy (alpha / beta)**: -15.17 / -15.37 eV

Each line ends with the Mulliken spin population.
Cartesian coordinates (Å):
Rh (0.829, 0.991, -1.268)  2.485
Cl (-4.715, 0.841, 3.411)  0.098
C (-3.692, 0.576, 2.095)  0.257
C (-2.549, 1.405, 1.907)  0.031
Cl (-2.206, 2.628, 3.036)  0.020
C (-1.715, 1.175, 0.821)  0.069
Cl (-0.364, 2.173, 0.516)  0.102
C (-1.915, 0.096, -0.109)  0.126
O (-1.130, -0.156, -1.045)  0.293
C (-3.097, -0.717, 0.117)  0.226
Cl (-3.395, -1.980, -0.956)  0.069
C (-3.959, -0.473, 1.191)  -0.090
Cl (-5.329, -1.454, 1.428)  -0.014
Cl (1.696, 0.171, -3.447)  0.098
C (3.135, 1.207, -3.364)  -0.012
Cl (2.812, 2.367, -2.065)  0.074
H (3.275, 1.736, -4.308)  0.004
H (4.011, 0.604, -3.111)  0.005
S (3.494, -1.504, 1.673)  0.021
C (2.297, -2.487, 0.936)  0.003
C (1.521, -1.755, 0.098)  0.008
N (1.873, -0.443, 0.040)  0.110
C (2.889, -0.166, 0.818)  0.014
H (2.234, -3.535, 1.149)  -0.001
H (0.691, -2.116, -0.485)  0.003
H (3.307, 0.818, 0.923)  0.002


8.
Below is C10H5MnNO5 as an isolated structure, with properties calculated with ωB97M-V with the def2-TZVPD basis set.

**Net charge**: +2
**Spin multiplicity**: 6
**Expectation value of S²**: 8.811
**Frontier orbital gap (alpha / beta)**: 0.131 / 0.175 Ha
**Max |F|**: 7.0 eV/Å
**Highest occupied orbital energy (alpha / beta)**: -12.62 / -18.22 eV

Each line ends with the Mulliken spin population.
Cartesian coordinates (Å):
O (0.000, 0.001, -4.800)  0.000
C (0.000, 0.001, -3.652)  0.108
Mn (0.000, 0.001, -1.513)  3.172
O (1.862, -2.355, -1.599)  0.115
C (1.145, -1.440, -1.594)  0.071
C (-1.145, 1.442, -1.594)  0.071
O (-1.862, 2.357, -1.599)  0.115
C (-1.454, -1.129, -1.589)  0.068
O (-2.370, -1.844, -1.594)  0.112
C (1.454, 1.130, -1.588)  0.067
O (2.369, 1.846, -1.593)  0.112
C (0.000, -0.001, 3.260)  0.030
C (0.120, 1.192, 2.550)  0.220
C (0.120, 1.168, 1.155)  0.300
N (0.000, 0.000, 0.481)  -0.128
C (-0.120, -1.168, 1.154)  0.300
C (-0.120, -1.194, 2.550)  0.220
H (0.000, -0.002, 4.349)  0.007
H (0.216, 2.158, 3.039)  0.001
H (0.216, 2.086, 0.571)  0.020
H (-0.216, -2.086, 0.569)  0.020
H (-0.216, -2.160, 3.037)  0.001